ORCA calculation (the ωB97M-V functional and the def2-TZVPD basis) on one molecule with the formula C5H8O.

Geometry as XYZ:
```
14
Properties=species:S:1:pos:R:3:forces:R:3:lowdin_charge:R:1
O -0.948444 1.742027 -0.544143 0.363 -0.088 0.017 -0.015
C -0.796697 0.756945 0.452526 0.368 -0.963 -0.015 -0.346
C -1.140259 -0.639911 -0.047719 -0.194 -0.793 -1.105 -0.073
C 0.421843 -1.259434 -0.538421 -1.204 1.026 2.017 -0.065
C 1.390262 -0.116390 -0.585667 0.172 0.566 0.019 -0.163
C 0.512379 0.017217 0.563185 1.413 0.835 0.786 -0.236
H -0.296187 2.442121 -0.402839 -0.131 -0.153 0.024 0.102
H -1.175379 1.119725 1.426669 -0.044 -0.573 -0.519 0.151
H -1.671356 -0.651693 -0.972465 -1.059 0.007 -0.286 0.087
H -1.598840 -1.220946 0.765041 0.343 -0.082 -0.624 0.121
H 0.847964 -2.135961 -0.033891 -0.697 0.203 -0.109 0.088
H 1.312397 0.602316 -1.392862 0.066 0.094 0.020 0.101
H 2.402355 -0.289021 -0.228281 -0.034 -0.430 -0.515 0.114
H 0.739956 -0.366995 1.538871 0.638 0.351 0.289 0.134
```
Positions in Å, forces in eV/Å.

Computed properties:
- ΔE to the lowest compared entry with this formula, charge and spin: 418.2 kJ/mol
- Net charge: 0
- Multiplicity: 1

---

ORCA calculation (the ωB97M-V functional and the def2-TZVPD basis) on C10H19BClFNNbO4S as an isolated structure.

Geometry as XYZ:
```
39
Properties=species:S:1:pos:R:3:forces:R:3:lowdin_charge:R:1
C -0.270615 5.147430 1.116344 0.221 0.016 -0.531 -0.126
O 1.025851 4.637720 1.410559 -0.391 -0.162 0.468 -0.062
B 1.103210 3.278534 1.679976 -0.275 0.185 0.522 -0.732
O 1.364287 2.916066 2.994033 -0.374 -0.537 -0.260 0.072
Nb 0.797251 1.730429 -0.053319 0.973 0.526 -2.067 1.324
F 0.742226 3.183042 -1.352985 0.341 -0.822 0.584 -0.508
S 3.163235 1.533488 -0.606165 -0.415 0.328 -0.056 0.303
Cl -1.585350 1.957557 0.561170 0.364 -0.011 0.120 -0.001
C 1.090733 -0.036793 1.284850 0.093 0.066 -0.088 -0.386
C -0.151919 -0.517752 2.062023 0.670 0.133 0.311 -0.256
C 0.191334 -1.775737 2.774648 -0.111 0.510 -0.145 -0.544
O -0.003497 -2.868649 2.328101 -0.236 -1.185 -0.374 0.078
O 0.804823 -1.618533 3.991997 -0.064 0.255 0.159 0.077
C -0.014590 0.302779 -1.684364 -0.574 0.273 0.524 -0.296
C -0.470271 -0.968056 -1.355282 0.065 0.059 0.321 -0.166
C -0.955654 -1.836968 -2.301622 -0.056 -0.335 -0.525 -0.144
C -1.015987 -1.482076 -3.642957 0.077 0.088 0.048 -0.123
C -0.580865 -0.217372 -4.006065 0.103 -0.026 0.403 -0.098
C -0.085269 0.650597 -3.032104 -0.062 -0.062 -0.257 -0.127
H -0.581128 4.877085 0.110928 -0.016 -0.122 -0.198 0.061
H -1.014994 4.755110 1.802848 -0.169 0.074 0.205 0.070
H -0.222321 6.226942 1.172888 -0.010 0.221 0.161 0.083
H 0.761227 3.396697 3.571706 0.395 0.425 0.269 0.091
H 3.552335 0.326772 -0.184687 -0.162 -0.061 0.298 -0.250
H 1.845824 0.258553 2.013756 0.137 0.150 0.133 0.048
H 1.531794 -0.870419 0.738125 0.020 -0.153 -0.219 0.040
H -0.995824 -0.716576 1.419233 -0.260 0.115 -0.057 0.062
H -0.381423 0.239431 2.800250 -0.329 0.226 0.027 0.099
H 0.150197 -1.852842 4.658481 0.189 -0.213 0.244 0.115
H -0.447820 -1.258397 -0.316809 -0.073 -0.289 0.030 0.047
H -1.310080 -2.820958 -2.018181 -0.162 -0.247 0.141 0.041
H -1.390397 -2.182774 -4.372965 -0.101 -0.029 -0.180 0.085
H -0.625944 0.114588 -5.028457 -0.015 -0.016 -0.287 0.093
H 0.244376 1.623477 -3.364068 0.060 0.230 0.077 0.083
N -1.254296 -5.232088 -1.034393 0.073 0.079 0.137 0.324
H -0.774284 -4.566663 -0.414882 0.001 0.115 0.033 0.156
H -1.398537 -6.115926 -0.544070 0.015 0.018 0.026 0.157
H -2.155140 -4.834185 -1.310645 0.043 0.085 0.006 0.151
H -0.682499 -5.383533 -1.867897 0.015 0.094 -0.006 0.160
```
Positions in Å, forces in eV/Å.

Computed properties:
- Net charge: 0
- Multiplicity: 1

---

ORCA calculation (the ωB97M-V functional and the def2-TZVPD basis) on a 2-piece molecular cluster, CO2PS overall.

Geometry as XYZ:
```
5
Properties=species:S:1:pos:R:3:forces:R:3:lowdin_charge:R:1
C 0.495476 -1.050501 0.792568 0.972 0.474 -0.428 -0.536
O 1.598582 -0.765318 0.485442 -1.704 -0.534 0.555 0.123
O -0.553129 -1.395972 1.164123 0.747 -0.096 0.028 0.104
P -0.420945 2.515219 -1.434199 -0.011 -0.074 0.000 -0.289
S -1.119984 0.696571 -1.007934 -0.004 0.229 -0.155 -0.401
```
Positions in Å, forces in eV/Å.

Computed properties:
- ΔE to the lowest compared entry with this formula, charge and spin: 15.1 kJ/mol
- Net charge: -1
- Multiplicity: 1

---

no.,total energy (Eh)
1,-270.39862
2,-1788.21738
3,-928.17988